[1]
17
Properties=species:S:1:pos:R:3:forces:R:3:nbo_charge:R:1 method="wB97M-V/def2-TZVPD" homo_lumo_gap_ev=9.49 total_energy_ev=-44749.6713 de_lowest_kcal_mol=35.81 e_homo_ev=-9.654 total_charge=0 smiles=N#CCSc1nnc(SCC#N)s1
N -3.215476 -1.533646 -4.576044 0.195 -0.044 -0.348 -0.279
C -2.473517 -1.569541 -3.702212 -1.151 -0.317 -0.548 0.239
C -1.746559 -1.531692 -2.466482 -1.385 -0.434 1.416 -0.613
S -2.020952 0.248781 -2.008581 1.449 -0.626 1.296 0.328
C -1.160908 0.239203 -0.414538 0.143 -2.886 -0.253 -0.223
N -0.563076 -0.873754 0.153164 -1.047 3.528 -0.610 -0.260
N -0.040395 -0.489618 1.341845 -0.041 0.100 0.146 -0.232
C -0.252131 0.773523 1.699980 2.774 -2.990 2.297 -0.241
S 0.778838 1.221843 3.235810 -1.288 0.413 -2.621 0.314
C 2.355499 1.589008 2.386942 1.070 -0.551 0.257 -0.650
C 3.129793 0.439897 1.868294 1.460 -0.889 -1.524 0.260
N 3.962189 -0.222559 1.385323 -1.895 1.009 1.087 -0.298
S -1.135017 1.592030 0.581594 -0.901 2.168 -0.977 0.550
H -2.329014 -2.158371 -1.690363 1.221 0.822 -1.222 0.284
H -0.757841 -1.936161 -2.664029 0.373 0.546 0.657 0.277
H 2.993814 1.810464 3.249925 -0.182 0.721 0.020 0.272
H 2.474755 2.400593 1.619371 -0.795 -0.570 0.926 0.272

=====

[2]
91
Properties=species:S:1:pos:R:3:forces:R:3:lowdin_charge:R:1 method="wB97M-V/def2-TZVPD" homo_lumo_gap_ev=7.86 total_energy_ev=-148836.8205 de_lowest_kcal_mol=14.10 e_homo_ev=-10.737 total_charge=+1
Sn 1.162281 -2.046799 0.848664 0.162 -0.297 -0.118 1.487
C -0.646699 -3.219048 3.538999 -0.018 -0.022 -0.032 -0.054
C 0.085237 -1.898814 3.511663 0.052 0.081 -0.012 -0.290
C -0.582460 -0.680712 3.311373 0.050 0.006 0.091 -0.189
C -2.085281 -0.618688 3.195686 -0.028 -0.050 0.004 -0.018
C 0.143070 0.524884 3.313134 -0.025 -0.032 -0.021 -0.173
C -0.618712 1.796257 3.036776 -0.016 0.037 -0.033 -0.029
C 1.509006 0.525287 3.595772 -0.017 -0.012 0.004 -0.177
C 2.315461 1.797828 3.633215 0.014 0.020 -0.040 -0.027
C 2.166632 -0.684650 3.878055 0.030 -0.013 0.038 -0.191
C 3.622163 -0.660709 4.275159 0.031 0.009 0.005 -0.026
C 1.473764 -1.893214 3.798752 -0.031 -0.041 -0.025 -0.278
C 2.156522 -3.214301 4.049635 -0.017 -0.046 -0.021 -0.047
H -0.664745 -3.632526 4.549986 -0.002 0.013 0.008 0.104
H -0.153846 -3.967897 2.913545 0.005 -0.002 0.002 0.065
H -1.672175 -3.136034 3.192718 0.009 -0.004 -0.006 0.059
H -2.421637 -0.572202 2.158647 -0.024 0.001 -0.092 0.080
H -2.470510 0.266695 3.697071 0.001 -0.004 0.011 0.084
H -2.567408 -1.475537 3.657962 0.004 0.006 -0.018 0.080
H -1.158428 2.137770 3.924002 0.022 0.001 0.020 0.103
H -1.363654 1.635956 2.258058 0.002 0.018 0.015 0.062
H 0.020684 2.613773 2.718512 -0.011 -0.010 -0.011 0.061
H 2.486494 2.119421 4.663881 0.014 -0.002 -0.006 0.102
H 1.835987 2.620785 3.115411 -0.024 0.009 0.008 0.057
H 3.289885 1.657724 3.167503 0.004 -0.018 -0.005 0.087
H 4.279407 -0.756139 3.405569 0.000 0.001 0.000 0.103
H 3.866312 -1.463626 4.965363 0.001 0.007 -0.003 0.078
H 3.880424 0.269843 4.772868 -0.004 0.001 -0.001 0.076
H 1.807484 -3.667076 4.980777 -0.001 0.012 0.008 0.103
H 3.235709 -3.125151 4.103887 0.000 -0.003 -0.011 0.072
H 1.935328 -3.934475 3.257721 0.000 0.001 0.004 0.063
C -1.627920 3.155990 -0.495281 -0.035 0.029 0.027 -0.044
C -1.782328 2.701721 -1.934067 -0.023 -0.054 -0.036 -0.168
N -0.598894 1.959428 -2.396274 0.006 0.000 0.067 -0.087
C 0.454590 2.779024 -3.016151 -0.057 -0.024 -0.055 -0.240
C 0.237649 2.966590 -4.509074 -0.011 -0.007 -0.014 -0.050
C -0.542369 0.645463 -2.254916 -0.052 0.167 -0.072 -0.549
S 0.817069 -0.079939 -3.130772 0.094 -0.092 0.019 0.747
N -1.589694 0.017032 -1.728268 0.041 -0.111 0.067 0.151
C -1.547630 -0.915258 -0.810180 0.260 -0.181 -0.401 -0.417
O -0.474418 -1.226897 -0.198515 -0.404 0.217 0.364 -0.265
C -2.805162 -1.644528 -0.515852 -0.002 0.066 0.104 -0.154
C -4.013197 -1.216857 -1.061829 -0.002 -0.037 -0.026 -0.011
C -5.179273 -1.914795 -0.793670 0.010 -0.010 -0.014 -0.054
C -5.143395 -3.044863 0.012615 -0.009 -0.010 -0.001 -0.054
C -3.940775 -3.475770 0.556818 0.016 -0.008 -0.001 -0.058
C -2.775890 -2.773495 0.298660 -0.025 0.039 0.066 -0.047
H -2.489056 3.751947 -0.193648 -0.011 -0.008 -0.007 0.090
H -0.732293 3.764317 -0.366290 -0.006 -0.001 -0.009 0.062
H -1.557083 2.293143 0.165114 0.016 -0.026 0.011 0.058
H -1.897913 3.548487 -2.610405 0.016 0.017 0.019 0.125
H -2.649542 2.055583 -2.046275 -0.003 0.011 -0.008 0.116
H 1.426330 2.338046 -2.793938 -0.038 -0.025 -0.042 0.070
H 0.431959 3.737036 -2.496458 -0.028 -0.033 -0.044 0.120
H 0.288469 2.018413 -5.043298 0.001 -0.003 -0.005 0.065
H 1.008230 3.623767 -4.910816 0.011 0.004 0.000 0.087
H -0.731771 3.422358 -4.712534 -0.002 0.007 -0.001 0.081
H -4.027955 -0.342930 -1.697959 0.000 0.010 0.007 0.111
H -6.117376 -1.579368 -1.214502 -0.005 0.000 -0.006 0.112
H -6.054224 -3.591994 0.216186 -0.003 -0.003 -0.001 0.113
H -3.909932 -4.362768 1.175342 -0.009 -0.002 0.007 0.116
H -1.839139 -3.106815 0.726359 0.008 -0.002 -0.025 0.095
F -4.192694 -4.716993 -3.932132 0.028 0.022 0.012 0.157
C -3.021734 -4.158486 -3.669506 -0.020 0.001 -0.001 -0.122
C -2.503492 -3.199223 -4.527473 -0.010 -0.004 0.026 -0.130
F -3.185992 -2.843772 -5.608776 0.015 -0.004 0.014 0.148
C -1.272219 -2.628643 -4.257567 -0.034 -0.017 0.025 -0.236
F -0.793944 -1.732536 -5.117093 -0.018 -0.023 -0.003 0.084
C -0.555285 -2.967615 -3.116909 -0.082 -0.004 -0.105 -0.400
Se 1.127377 -2.202465 -2.636383 0.027 0.112 -0.063 0.903
C -1.091371 -3.938777 -2.285952 0.043 -0.042 0.044 -0.255
F -0.412491 -4.327628 -1.194443 -0.056 0.036 -0.016 0.055
C -2.307473 -4.541425 -2.546957 0.012 -0.023 -0.002 -0.143
F -2.786224 -5.476651 -1.733852 0.008 0.022 -0.024 0.143
O 3.252563 -0.808951 -0.962845 0.038 -0.138 -0.092 -0.033
C 2.710709 0.083119 -0.327368 -0.105 -0.026 0.194 -0.616
O 1.911294 -0.163216 0.686182 0.022 0.453 0.091 -0.238
C 2.872807 1.525152 -0.655385 -0.017 -0.020 -0.024 -0.150
C 2.036154 2.470418 -0.077729 0.104 0.070 0.094 -0.026
C 2.145285 3.827189 -0.397439 0.102 -0.005 0.040 0.006
C 3.112648 4.168706 -1.310697 0.026 -0.003 0.094 -0.222
O 3.415171 5.403574 -1.783370 -0.021 0.006 -0.039 0.048
C 4.516283 5.233271 -2.686800 0.003 -0.007 0.014 -0.101
O 4.807188 3.836811 -2.752009 -0.006 0.006 -0.041 0.048
C 3.946893 3.221730 -1.893395 0.004 -0.021 0.035 -0.202
C 3.853159 1.890330 -1.593686 -0.016 0.021 -0.044 0.083
H 1.299092 2.140211 0.641173 -0.019 -0.021 0.003 0.104
H 1.512987 4.579323 0.054637 0.006 0.003 0.007 0.124
H 5.383112 5.769888 -2.300691 0.001 0.005 -0.011 0.143
H 4.227169 5.590870 -3.675009 0.019 0.017 0.004 0.140
H 4.489630 1.145061 -2.049037 0.009 -0.014 0.017 0.142

=====

[3]
115
Properties=species:S:1:pos:R:3:forces:R:3:lowdin_charge:R:1 method="wB97M-V/def2-TZVPD" homo_lumo_gap_ev=7.11 total_energy_ev=-96581.2374 de_lowest_kcal_mol=8.81 e_homo_ev=-11.783 total_charge=+2
Ba 0.645271 -0.333989 1.039952 0.101 0.045 -0.008 1.515
O 1.031183 0.271820 3.646906 -0.027 0.037 0.018 -0.274
C 2.207441 -0.035111 4.433451 0.012 0.003 0.006 -0.222
C 3.228264 1.076885 4.313539 0.011 0.010 0.005 -0.148
C 3.651988 1.367205 2.867275 0.006 -0.003 -0.013 -0.141
C 4.275489 0.176740 2.188523 -0.018 0.011 -0.002 -0.298
C 5.638474 -0.071325 2.296597 0.009 -0.010 0.002 0.006
C 6.175638 -1.201455 1.703831 -0.011 0.014 0.000 -0.025
C 5.334102 -2.059043 1.010164 0.006 -0.013 -0.001 -0.042
C 3.992316 -1.739666 0.939829 -0.007 0.025 -0.005 -0.157
N 3.462939 -0.650500 1.512592 -0.048 -0.009 -0.014 -0.026
H 0.264946 0.319401 4.233511 -0.019 -0.088 -0.030 0.071
H 2.612343 -0.980492 4.067102 -0.017 -0.012 0.004 0.116
H 1.915716 -0.180917 5.472733 0.002 0.013 0.002 0.131
H 4.105024 0.794521 4.902204 -0.003 -0.003 -0.001 0.132
H 2.828168 1.990738 4.756376 -0.004 -0.001 -0.004 0.128
H 4.359009 2.197362 2.867316 0.001 -0.004 0.006 0.128
H 2.781969 1.705559 2.296157 -0.001 -0.006 -0.002 0.086
H 6.266988 0.619773 2.842856 0.000 -0.001 0.000 0.129
H 7.234397 -1.410293 1.782509 0.001 -0.002 -0.001 0.123
H 5.705568 -2.956497 0.535874 0.001 0.001 0.001 0.118
H 3.305651 -2.376235 0.389211 0.006 0.001 -0.006 0.094
C -7.507513 0.899419 -2.318937 0.004 0.010 -0.007 -0.415
S -7.853219 -0.763116 -1.715185 -0.012 0.002 -0.007 0.820
C -6.962956 -0.704700 -0.147167 0.015 -0.010 0.028 -0.514
C -5.450014 -0.747109 -0.304392 0.024 -0.009 0.001 -0.260
C -4.737952 -0.654103 1.036297 -0.056 0.001 -0.004 -0.232
N -3.271792 -0.574357 0.903606 -0.034 0.015 -0.009 -0.483
P -2.197971 -1.873607 1.102864 -0.015 -0.018 0.003 0.874
C -3.155875 -3.371052 0.807119 0.005 -0.006 -0.018 -0.373
C -3.171562 -3.879971 -0.492285 0.001 0.015 0.008 -0.103
C -3.938447 -4.994042 -0.792751 -0.004 -0.015 0.000 -0.060
C -4.678258 -5.613187 0.206004 0.003 -0.001 -0.006 -0.052
C -4.651087 -5.123610 1.505381 0.003 0.005 -0.008 -0.056
C -3.892650 -4.003524 1.807626 0.005 0.013 0.015 -0.086
C -1.799177 -1.898468 2.888214 0.013 0.047 0.086 -0.432
C -0.793658 -2.772321 3.316774 0.013 -0.029 -0.007 -0.130
C -0.340502 -2.745103 4.627505 -0.020 -0.009 -0.008 -0.068
C -0.876126 -1.828095 5.525791 0.012 -0.002 -0.004 -0.075
C -1.863392 -0.944642 5.107218 -0.004 0.012 0.026 -0.070
C -2.319830 -0.975253 3.793049 0.009 -0.008 -0.035 -0.089
P -2.386183 0.869452 0.640976 0.014 -0.013 0.082 0.884
C -3.589845 2.188953 0.905679 0.014 0.001 -0.044 -0.379
C -3.745559 2.686081 2.199352 0.004 -0.004 -0.003 -0.106
C -4.707526 3.647786 2.465266 -0.006 0.008 0.011 -0.063
C -5.506951 4.127866 1.436477 0.000 0.001 -0.005 -0.054
C -5.342998 3.651874 0.142175 0.008 -0.006 0.005 -0.055
C -4.387451 2.683439 -0.125099 -0.006 0.002 0.003 -0.082
C -1.997632 0.918347 -1.136749 0.005 0.006 -0.109 -0.426
C -1.200219 1.978531 -1.579437 -0.015 0.022 0.021 -0.130
C -0.793319 2.046901 -2.902679 0.008 -0.007 -0.010 -0.081
C -1.149554 1.039633 -3.790357 -0.005 -0.004 0.005 -0.065
C -1.923178 -0.025750 -3.354868 0.007 0.004 -0.027 -0.061
C -2.347996 -0.087151 -2.034423 0.003 0.011 0.055 -0.095
H -8.077275 1.027550 -3.237180 -0.002 -0.002 0.000 0.035
H -6.451760 1.043369 -2.549305 0.001 -0.001 0.004 0.021
H -7.839034 1.646937 -1.597885 -0.001 -0.005 0.001 0.036
H -7.311584 -1.568583 0.422786 -0.002 -0.003 -0.003 0.079
H -7.271174 0.188486 0.404067 -0.004 0.004 -0.011 0.083
H -5.122209 0.082588 -0.936135 0.000 -0.005 -0.004 0.078
H -5.162664 -1.671577 -0.812613 0.006 0.001 -0.004 0.105
H -4.976685 -1.524368 1.650512 0.012 0.002 0.005 0.113
H -5.089308 0.223126 1.585575 0.012 0.006 -0.001 0.111
H -2.579853 -3.404282 -1.266956 0.000 -0.003 -0.002 0.099
H -3.954578 -5.384482 -1.801310 0.000 0.001 0.001 0.114
H -5.273425 -6.485830 -0.027651 0.000 0.001 0.000 0.116
H -5.222463 -5.613872 2.282044 0.001 0.000 0.001 0.115
H -3.872782 -3.621883 2.821731 -0.007 -0.011 0.002 0.110
H -0.388162 -3.506772 2.624212 -0.003 -0.007 0.009 0.114
H 0.415797 -3.446721 4.954903 0.001 -0.004 -0.005 0.118
H -0.538112 -1.816385 6.554004 -0.003 0.003 0.001 0.118
H -2.297960 -0.245936 5.811260 0.002 0.000 0.000 0.118
H -3.099038 -0.292977 3.473362 0.002 0.000 0.002 0.096
H -3.109721 2.321311 2.999018 -0.001 0.000 0.003 0.095
H -4.829193 4.029839 3.469952 0.000 0.001 -0.001 0.113
H -6.253947 4.882812 1.642392 0.001 0.000 0.001 0.116
H -5.958853 4.036590 -0.659886 -0.002 0.002 0.000 0.114
H -4.256953 2.317226 -1.136355 -0.005 0.007 0.000 0.105
H -0.934099 2.778818 -0.892218 0.004 0.001 -0.004 0.111
H -0.205970 2.887795 -3.248596 0.001 0.004 0.009 0.101
H -0.827814 1.089464 -4.822074 -0.002 -0.003 -0.001 0.116
H -2.205308 -0.807931 -4.047447 -0.002 0.000 0.003 0.117
H -2.968194 -0.910542 -1.702554 -0.007 -0.010 -0.002 0.081
C 7.202113 1.238711 -3.229411 -0.003 -0.005 0.018 -0.103
C 7.006504 0.092437 -4.217153 0.018 -0.001 -0.015 -0.243
C 5.598743 -0.498107 -4.170476 -0.013 -0.009 0.003 -0.188
C 5.365487 -1.332683 -2.909582 0.018 -0.004 0.006 -0.177
N 3.957408 -1.560071 -2.603054 -0.050 0.020 0.006 0.016
C 3.125749 -0.660330 -2.069060 0.041 -0.033 -0.065 -0.823
S 1.483444 -1.086280 -1.847204 -0.009 -0.023 0.019 0.515
N 3.620684 0.540276 -1.755586 -0.038 0.003 0.020 0.042
C 2.880007 1.630767 -1.135201 0.027 0.042 -0.016 -0.225
C 3.486816 2.989837 -1.490461 -0.015 -0.008 -0.006 -0.172
C 2.889961 3.619620 -2.748864 -0.005 -0.001 0.010 -0.242
C 2.962863 2.744407 -3.994080 0.001 -0.004 0.009 -0.094
H 8.207623 1.651942 -3.294502 0.000 -0.001 -0.005 0.081
H 7.062112 0.922844 -2.190582 -0.001 0.004 -0.006 0.061
H 6.502372 2.052736 -3.437567 -0.011 0.008 -0.003 0.065
H 7.743308 -0.694066 -4.030048 -0.004 -0.001 0.003 0.115
H 7.204088 0.453646 -5.226951 -0.005 0.003 0.001 0.115
H 5.415232 -1.126285 -5.043624 -0.002 -0.001 0.001 0.121
H 4.861552 0.309539 -4.217953 0.008 0.008 -0.005 0.093
H 5.837617 -0.875496 -2.034659 -0.014 0.011 0.001 0.105
H 5.829101 -2.312449 -3.017596 0.002 0.002 -0.003 0.135
H 3.519779 -2.417794 -2.899603 0.008 0.008 0.011 0.129
H 4.576142 0.745090 -2.009425 0.018 -0.007 0.012 0.112
H 2.903862 1.491607 -0.046916 0.004 -0.002 0.019 0.067
H 1.842449 1.580846 -1.477237 0.007 -0.020 -0.007 0.071
H 4.573195 2.884240 -1.590312 0.000 0.004 -0.009 0.114
H 3.333259 3.668293 -0.649167 -0.002 -0.005 0.004 0.116
H 3.395585 4.568698 -2.934765 0.008 -0.004 -0.004 0.116
H 1.845670 3.872948 -2.542201 -0.006 0.002 0.002 0.096
H 3.996847 2.490614 -4.238337 0.013 -0.003 0.000 0.062
H 2.546028 3.264723 -4.855976 0.000 0.001 0.000 0.083
H 2.404202 1.812424 -3.871650 0.004 -0.003 -0.002 0.063